# 1
The following is a quantum chemistry calculation of 3 unconnected molecules or ions with the total composition C3H13NO4, from OMol25.

Values from the calculation:
- Energy above the lowest of the compared OMol25 structures with the same formula, charge and spin: 3.263 eV
- Energy: -12999.9027 eV
- SMILES string: OCCNCO.O.O
- Lowest unoccupied orbital energy: 0.5 eV
- Spin multiplicity: 1

CARTESIAN COORDINATES (ANGSTROEM)
O1 -2.96567 0.09245 0.54280
O2 -1.17061 -2.29684 0.44980
O3 2.93910 0.22607 -0.86673
O4 -0.97121 2.56064 -0.27564
N1 -0.10804 -0.41530 -0.08623
C1 1.08551 -0.17810 0.68134
C2 -0.44290 -1.72623 -0.62121
C3 2.18214 0.82007 0.25237
H1 0.70668 0.45016 1.55988
H2 0.25869 -2.43991 -1.11193
H3 2.37265 -0.11624 -1.57233
H4 3.11296 0.68430 0.88645
H5 1.90940 1.87135 0.13884
H6 -0.37010 0.35453 -0.67913
H7 -0.90959 2.91974 -1.16647
H8 -2.15704 0.02995 1.05848
H9 -2.87241 -0.47662 -0.22482
H10 -0.94942 -1.95792 1.31653
H11 -1.22180 -1.66766 -1.38671
H12 -1.89981 2.35294 -0.07011
H13 1.47147 -1.08737 1.17481

Forces on the atoms, in the same order (eV/Å):
-0.7 0.8 0.1
-0.6 -2.4 -0.1
-0.6 0.6 -0.9
0.0 -0.2 0.2
1.0 -0.4 -2.2
-0.4 2.5 3.1
-1.2 0.7 0.9
2.7 -3.3 -1.0
0.3 -0.9 -0.3
0.5 0.6 1.1
-0.2 0.3 0.3
-1.9 0.9 0.7
-0.3 -0.3 -0.3
0.0 0.2 0.0
-0.4 0.0 0.1
0.2 -0.3 -0.4
0.3 -0.2 0.3
0.5 0.3 -0.2
0.2 0.7 -0.3
0.4 0.1 -0.4
0.0 0.3 -0.8

***

# 2
The following is a quantum chemistry calculation of 4 unconnected molecules or ions with the total composition C3H13O3S, from OMol25.

Values from the calculation:
- Energy above the lowest of the compared OMol25 structures with the same formula, charge and spin: 1.894 eV
- Energy: -20299.8185 eV
- Lowest unoccupied orbital energy: 3.5 eV
- Total charge: -1
- Spin multiplicity: 1

CARTESIAN COORDINATES (ANGSTROEM)
S1 1.04478 0.68530 -0.47735
O1 -1.42699 1.55403 1.54530
O2 3.78474 1.89451 -1.52276
O3 -3.88073 2.52800 0.23870
C1 -0.45227 -0.51165 -0.37676
C2 0.03259 -1.93546 -0.57209
C3 1.19439 -2.28246 0.40241
H1 -0.75715 -0.49775 0.70962
H2 -4.56251 1.83216 0.14248
H3 -1.03552 -0.23150 -1.17544
H4 -1.26468 2.46818 1.43524
H5 0.46559 -2.07461 -1.56234
H6 0.85339 -2.00260 1.34884
H7 -0.70038 1.21967 0.79242
H8 -3.35418 2.27726 1.05006
H9 2.09552 -1.61393 0.05892
H10 4.25031 1.06499 -1.39278
H11 1.41285 -3.33229 0.53215
H12 2.99106 1.67375 -0.90556
H13 -0.69080 -2.71559 -0.27108

Forces on the atoms, in the same order (eV/Å):
-1.4 -0.2 0.2
1.8 -2.0 -2.0
-1.5 -0.6 1.7
-0.2 -0.6 1.1
3.6 -1.0 2.6
1.4 -1.3 0.9
1.3 1.7 -2.0
-0.7 0.2 -1.5
0.8 0.6 0.2
-2.1 0.8 -1.0
0.3 1.7 0.1
-0.6 -0.2 -0.4
-0.2 0.9 1.8
-1.8 1.0 2.2
-0.5 -0.1 -1.4
-1.5 -1.5 1.1
0.3 -0.1 -0.3
0.3 -0.5 -0.7
1.3 0.7 -1.6
-0.5 0.4 -0.9

***

# 3
The following is a quantum chemistry calculation of a molecular structure, C3H14BeNO, from OMol25.

Values from the calculation:
- Energy above the lowest of the compared OMol25 structures with the same formula, charge and spin: 1.676 eV
- Energy: -7273.2032 eV
- Lowest unoccupied orbital energy: 3.5 eV
- Total charge: -1
- Spin multiplicity: 1

CARTESIAN COORDINATES (ANGSTROEM)
O1 0.05595 0.76345 0.34491
N1 -0.72132 -0.96012 -1.61979
C1 -1.02738 0.46596 1.25866
C2 -1.34695 1.70391 2.09800
C3 2.42553 -1.07546 -1.24114
Be1 0.91599 -0.55308 -0.64422
H1 0.12636 -1.26392 0.44472
H2 -1.46693 -1.20755 -0.96388
H3 -1.73323 2.53357 1.49364
H4 -2.13688 1.45402 2.81041
H5 2.16796 -2.18906 -1.32943
H6 -0.70322 -0.40506 1.83609
H7 -0.57875 -1.76661 -2.24518
H8 -1.04868 -0.17395 -2.19301
H9 -1.88655 0.16557 0.65206
H10 2.85963 -0.59626 -2.11991
H11 -0.47554 2.05624 2.64954
H12 1.17767 0.44861 -1.52398
H13 2.95314 -1.02115 -0.21077
H14 0.44319 1.62088 0.50327

Forces on the atoms, in the same order (eV/Å):
-1.1 0.2 1.0
-0.8 -0.3 -1.0
0.7 1.0 0.1
-0.5 -0.2 -0.2
0.7 -2.9 2.1
-1.9 -0.1 0.1
1.1 -1.6 0.3
0.4 -0.1 -0.2
0.2 -0.1 0.0
0.0 0.0 0.2
0.8 0.8 -0.4
-0.3 0.3 0.1
-0.1 0.4 0.3
0.4 -0.3 0.2
0.0 0.1 0.2
0.1 -0.3 0.5
0.0 -0.1 0.0
-0.2 2.6 -1.3
0.1 0.2 -1.7
0.2 0.6 -0.1

***

# 4
The following is a quantum chemistry calculation of 3 unconnected molecules or ions with the total composition C3H14N2O2, from OMol25.

Values from the calculation:
- Energy above the lowest of the compared OMol25 structures with the same formula, charge and spin: 0.568 eV
- Energy: -10411.7997 eV
- Lowest unoccupied orbital energy (alpha / beta): 3.4 / 3.4 eV
- Total charge: -1
- Spin multiplicity: 2

CARTESIAN COORDINATES (ANGSTROEM)
O1 -1.50389 -2.78309 2.53458
O2 2.38094 1.14275 0.35091
N1 -0.48959 0.70692 -0.52494
N2 -0.47851 2.00696 1.54422
C1 -0.60888 0.69661 0.93287
C2 0.03440 -0.53601 -1.07035
C3 0.14321 -0.40952 -2.57927
H1 1.88420 1.51881 -0.39877
H2 -1.42980 -3.61187 3.01709
H3 0.24788 0.10761 1.25955
H4 -1.51524 0.15138 1.22469
H5 0.57765 -1.28302 -3.07491
H6 -0.87575 2.70731 0.92960
H7 1.01169 -0.76661 -0.67111
H8 0.75782 0.44780 -2.86625
H9 -0.66201 -1.36836 -0.88167
H10 3.02458 0.60179 -0.15305
H11 -1.33408 0.96751 -1.01534
H12 0.51728 2.19683 1.59740
H13 -0.85079 -2.18377 2.90639
H14 -0.83110 -0.31003 -3.06164

Forces on the atoms, in the same order (eV/Å):
-0.3 -0.1 -0.2
0.1 0.0 -0.5
0.7 0.2 0.1
-0.2 -0.1 0.2
0.2 -0.4 -0.6
-1.0 -0.2 -0.9
0.2 -0.1 -0.6
-0.2 0.1 0.2
0.2 0.1 0.1
-0.1 -0.1 0.2
-0.1 0.3 0.3
0.1 -0.1 0.3
0.0 0.0 0.0
0.2 0.1 0.4
0.0 0.0 0.1
0.3 -0.2 0.3
0.2 -0.1 0.4
-0.1 0.0 0.2
0.0 0.1 -0.1
0.2 0.0 0.0
-0.2 0.2 0.1

***

# 5
The following is a quantum chemistry calculation of 4 unconnected molecules or ions with the total composition C3H14N2O2, from OMol25.

Values from the calculation:
- Energy above the lowest of the compared OMol25 structures with the same formula, charge and spin: 4.654 eV
- Energy: -10409.1368 eV
- Lowest unoccupied orbital energy: -0.9 eV
- Spin multiplicity: 1

CARTESIAN COORDINATES (ANGSTROEM)
O1 0.71778 1.33983 0.66297
O2 -0.71057 0.22498 2.47541
N1 -0.59575 2.96502 -1.24176
N2 0.67033 -0.45142 -1.51066
C1 -0.30176 -1.02990 -0.60818
C2 0.49996 -1.77016 0.55046
C3 -0.44281 -2.37490 -0.89844
H1 -1.16789 -2.98729 -0.38618
H2 0.79573 -0.79676 1.04255
H3 -1.49351 3.18588 -0.80842
H4 0.14298 0.16091 -2.14388
H5 -0.36512 0.44915 3.34136
H6 1.13047 0.25969 -0.92751
H7 -0.22199 3.88767 -1.42520
H8 1.44297 -2.25286 0.27616
H9 1.66829 1.29611 0.81202
H10 -1.14348 -0.42400 -0.29012
H11 -0.21795 0.71938 1.73606
H12 -0.06311 2.50532 -0.48324
H13 -0.03368 -2.31095 1.32190
H14 0.05094 -2.78696 -1.76815

Forces on the atoms, in the same order (eV/Å):
0.3 -0.7 -0.1
-0.6 -0.7 -0.2
-0.7 0.0 0.3
-0.4 0.8 0.2
-0.1 1.0 -2.4
0.9 -1.3 0.7
-1.0 -0.7 0.7
-0.3 0.0 -0.2
-0.3 0.3 -0.6
0.0 -0.2 -0.2
0.1 -0.2 0.0
0.2 0.3 -0.3
-0.1 0.2 0.1
0.4 -0.1 0.0
-0.1 0.2 -0.1
0.0 0.3 0.3
0.2 0.0 0.8
0.5 0.4 0.7
0.2 0.2 -0.3
-0.2 0.2 0.0
0.7 -0.1 0.5

***

# 6
The following is a quantum chemistry calculation of 3 unconnected molecules or ions with the total composition C3H14N2O2, from OMol25.

Values from the calculation:
- Energy above the lowest of the compared OMol25 structures with the same formula, charge and spin: 1.907 eV
- Energy: -10411.8842 eV
- SMILES string: NCCCN.O.O
- Lowest unoccupied orbital energy: 0.8 eV
- Spin multiplicity: 1

CARTESIAN COORDINATES (ANGSTROEM)
O1 -1.34687 1.14724 2.49626
O2 -2.12167 -1.06305 0.67046
N1 1.11917 1.60851 1.01990
N2 0.56013 -2.24721 -2.00068
C1 0.55347 1.34802 -0.36235
C2 0.95208 -0.82028 -2.00147
C3 0.74117 -0.20489 -0.56325
H1 -1.30844 -0.57124 0.82654
H2 2.07919 -0.74825 -2.17128
H3 0.07783 -2.50216 -1.15162
H4 -2.70585 -0.44910 1.09783
H5 1.01104 1.88402 -1.13112
H6 -0.49466 1.65892 -0.34914
H7 -0.50609 1.02612 2.06011
H8 1.15661 2.56759 1.10759
H9 2.06933 1.27872 1.17165
H10 0.03729 -0.81147 0.02580
H11 0.12622 -2.44311 -2.83461
H12 1.58626 -0.52063 0.07422
H13 0.55381 -0.32034 -2.72592
H14 -1.16965 1.81119 3.09408

Forces on the atoms, in the same order (eV/Å):
-1.3 -2.2 -1.6
0.4 0.0 -0.2
-0.7 -1.7 -1.2
1.9 1.6 1.8
0.1 -2.8 2.2
3.9 -3.0 5.7
0.3 -0.3 0.2
0.0 -0.3 -0.1
-1.2 -0.1 0.0
-0.4 -0.1 -0.5
-1.0 0.3 0.4
1.1 0.9 -1.2
0.0 -0.2 0.1
1.0 0.1 -0.4
0.1 2.6 0.7
-0.2 -0.2 -0.5
-0.5 0.5 -0.9
-1.6 -1.0 -1.7
0.5 0.5 -0.7
-2.9 3.1 -4.2
0.4 2.3 2.2